No. 1
63
Properties=species:S:1:pos:R:3:forces:R:3 method="wB97M-V/def2-TZVPD" homo_lumo_gap_ev=7.899 smiles="CCN(CC)CCCN1C(=O)c2oc3ccccc3c(=O)c2[C@H]1c1cc(OC)ccc1OC"
C 3.51738 3.08801 -1.62087 -0.2544 -0.2244 0.0913
C 2.46862 2.08917 -1.11647 0.2553 0.0684 -0.0242
N 1.10923 2.30463 -1.58101 0.0833 -0.0165 -0.1033
C 0.99428 2.23023 -3.02829 -0.1807 -0.0342 -0.0554
C -0.43220 1.96865 -3.50012 0.3144 0.0407 0.0056
C 0.45473 3.46739 -0.99755 -0.3841 -0.1019 0.0093
C -0.91059 3.12070 -0.38314 0.2831 0.0552 0.1936
C -0.80837 2.51449 1.01757 -0.1976 0.3559 -0.0732
N -0.00716 1.32086 1.06427 -0.0272 -0.1314 -0.0597
C 1.07286 1.19211 1.86957 0.0864 0.2001 0.2935
O 1.51324 2.02626 2.63243 0.2452 -0.0300 0.1109
C 1.57947 -0.18556 1.59790 -0.5841 -0.7093 -0.8767
O 2.64136 -0.71697 2.19963 0.0039 0.4890 0.2548
C 2.96223 -1.98772 1.83668 0.0794 -0.8018 -0.3313
C 4.07710 -2.55814 2.45357 -0.1152 0.2480 0.0248
C 4.45585 -3.84287 2.13464 -0.0623 0.1424 0.0174
C 3.73316 -4.57976 1.19943 -0.0818 -0.0754 -0.1021
C 2.63391 -4.02174 0.58958 0.0482 0.0502 0.0601
C 2.22642 -2.71904 0.89251 0.1614 0.0518 0.1706
C 1.03936 -2.14510 0.22036 0.0577 -0.0403 0.0310
O 0.36289 -2.75574 -0.58916 0.0394 0.1338 0.0444
C 0.80449 -0.78424 0.66146 0.3698 0.5146 0.4483
C -0.28289 0.16054 0.24754 -0.0745 -0.3074 -0.3139
C -1.64776 -0.43867 0.49277 -0.1260 -0.0289 -0.1071
C -2.12123 -0.57355 1.78144 -0.2627 -0.1039 -0.0828
C -3.35286 -1.17450 2.04023 0.0898 0.0187 -0.1321
O -3.71993 -1.24096 3.35269 0.2417 0.1146 -0.0713
C -4.94363 -1.85549 3.67241 -0.1501 -0.0725 0.0399
C -4.09516 -1.65730 0.97299 -0.0609 -0.0157 0.3975
C -3.62121 -1.52836 -0.32402 0.2121 0.0807 -0.3494
C -2.40496 -0.91577 -0.58627 -0.1427 0.0114 0.2361
O -1.89113 -0.72192 -1.83499 0.0885 0.0748 0.2680
C -2.44918 -1.44950 -2.90309 -0.0589 -0.0653 -0.1413
H 3.64725 3.01025 -2.69761 0.0469 0.0391 -0.0990
H 4.47226 2.88328 -1.14387 0.1365 0.0256 0.0215
H 3.22342 4.10683 -1.37788 0.0207 0.1404 0.0102
H 2.45400 2.11753 -0.02509 0.0520 -0.0435 -0.0327
H 2.76134 1.07760 -1.41849 0.0203 0.0107 0.0858
H 1.62556 1.40064 -3.35768 0.0488 0.0585 -0.0333
H 1.36142 3.15093 -3.51568 0.0708 -0.0893 0.0196
H -1.07618 2.82061 -3.29822 -0.1318 0.0770 0.0056
H -0.83942 1.09056 -3.00734 -0.0911 -0.0722 0.0599
H -0.42750 1.79502 -4.57426 -0.0608 0.0285 -0.1202
H 0.31298 4.24975 -1.75652 0.0748 0.0227 0.0506
H 1.08442 3.88720 -0.20911 0.0592 0.0603 -0.0320
H -1.50377 4.03352 -0.30111 -0.1189 -0.0120 0.0027
H -1.44150 2.42819 -1.03312 -0.1033 0.0262 -0.1291
H -0.33640 3.22086 1.70640 -0.1092 -0.0767 -0.0377
H -1.81741 2.28556 1.38293 0.0966 0.0411 0.0466
H 4.62099 -1.96957 3.17532 0.0683 0.0602 0.0860
H 5.31864 -4.27967 2.61421 0.0742 -0.0106 0.0555
H 4.03745 -5.58624 0.95641 0.0154 -0.0841 -0.0282
H 2.05207 -4.56647 -0.13869 -0.0522 -0.0350 -0.0570
H -0.18110 0.41719 -0.81336 0.0678 -0.0107 0.2176
H -1.53711 -0.21778 2.61640 0.1055 0.0786 0.1285
H -5.02649 -1.80059 4.75675 -0.0461 -0.0311 -0.0786
H -4.96036 -2.90536 3.36173 -0.0083 0.0367 -0.0050
H -5.78981 -1.32854 3.21879 0.0282 -0.0304 0.0015
H -5.04599 -2.14213 1.12672 -0.0866 -0.0296 0.0528
H -4.22391 -1.91715 -1.12920 -0.0341 -0.0223 -0.1019
H -2.46949 -2.51964 -2.68158 -0.0064 0.0136 0.0080
H -3.45904 -1.10105 -3.14648 0.0404 -0.0332 0.0213
H -1.79463 -1.27147 -3.75501 -0.0738 -0.0298 0.0077

---

No. 2
66
Properties=species:S:1:pos:R:3:forces:R:3 method="wB97M-V/def2-TZVPD" homo_lumo_gap_ev=8.431
C 0.56111 3.11985 2.31857 0.1729 0.1832 0.2132
O -0.24732 2.46419 1.36377 -0.1226 -0.0902 -0.2986
C -0.33720 2.99180 0.10715 -0.1304 0.0238 -0.2759
C 0.10038 4.27321 -0.21037 0.0731 0.0051 0.2818
C -0.04186 4.77199 -1.49237 -0.0304 -0.0694 -0.0312
C -0.61174 3.99862 -2.48818 -0.0046 0.0553 -0.0517
C -1.02212 2.71576 -2.18835 -0.0182 -0.0518 0.1210
C -0.90432 2.19528 -0.90282 0.2354 0.2258 0.0498
C -1.28551 0.76689 -0.73601 -0.3271 -0.0845 -0.2465
O -1.26515 -0.00811 -1.67627 0.1310 0.1351 -0.0692
N -1.70204 0.38320 0.50094 -0.1501 -0.1397 0.2919
C -1.85750 -0.97592 0.85445 0.1861 -0.4593 0.1788
C -0.88797 -1.88402 0.70702 -0.4330 0.3935 0.0566
C 0.45310 -1.58744 0.24852 0.5321 0.4473 0.0426
C 1.15718 -0.43528 0.44886 -0.6256 -0.1610 0.3738
N 2.39822 -0.50119 -0.14476 0.2997 0.6274 -0.0754
S 3.60129 0.63127 0.18132 0.3858 -0.0343 0.5087
O 2.93832 1.85057 0.50679 -0.3218 -0.2313 0.1118
O 4.55304 0.60240 -0.87367 -0.0714 -0.4086 -0.0985
N 4.33752 0.07602 1.56134 -0.2757 0.6293 -0.8810
C 5.15311 -1.10126 1.38415 0.2629 -0.3543 -0.2047
C 3.48885 0.07049 2.72816 -0.3256 0.0923 0.2816
C 2.51400 -1.74253 -0.74294 0.0865 -0.8328 -0.3281
C 3.55806 -2.28140 -1.47760 0.0909 -0.0680 -0.1140
C 3.39387 -3.56300 -1.96604 0.1076 0.1084 0.0174
C 2.22097 -4.28406 -1.73764 -0.1100 -0.1439 -0.0093
C 1.17448 -3.74219 -1.02228 0.0603 0.0342 -0.0207
C 1.31521 -2.45528 -0.51091 0.4016 0.4088 -0.0239
C -3.19712 -1.31358 1.46037 0.2912 -0.1713 -0.0676
O -3.32983 -1.41277 2.66930 0.0976 0.0743 0.2743
N -4.20512 -1.47684 0.58722 -0.2920 -0.1876 -0.1041
C -4.09884 -1.34072 -0.84731 0.1850 0.3309 -0.3717
C -4.92853 -0.14497 -1.31703 -0.0937 -0.3006 -0.0830
C -6.37835 -0.30723 -0.86628 0.1095 0.2844 0.1348
C -6.43376 -0.49439 0.64838 -0.0318 -0.2590 -0.1792
C -5.55775 -1.67659 1.06184 -0.2302 0.1884 0.4704
H 1.58294 3.22947 1.94564 -0.0843 0.0328 0.0473
H 0.14812 4.09544 2.59184 0.0234 -0.0561 -0.0135
H 0.55273 2.47327 3.19596 0.0308 0.0814 -0.0322
H 0.56192 4.89175 0.54176 0.0419 0.0336 0.0932
H 0.30233 5.77216 -1.70971 0.0339 0.0790 -0.0048
H -0.71986 4.38664 -3.48901 -0.0102 0.0244 -0.0853
H -1.43846 2.07170 -2.94827 -0.0059 -0.0637 -0.0459
H -1.77858 1.06995 1.23636 0.1078 0.0122 -0.1040
H -1.11230 -2.92052 0.91470 -0.1204 -0.0864 0.1086
H 0.89502 0.45754 0.97694 -0.1767 0.1885 0.1170
H 5.69814 -0.98059 0.45238 0.1685 -0.2045 0.0675
H 4.55370 -2.01862 1.34312 0.0342 0.0050 0.0273
H 5.86016 -1.17114 2.21064 -0.0219 0.0249 -0.0063
H 2.92050 0.99630 2.72061 -0.0799 -0.0167 0.2568
H 2.80001 -0.78343 2.73628 0.0259 0.0007 0.0297
H 4.11201 0.03603 3.62161 0.0030 0.0047 -0.0316
H 4.44901 -1.70602 -1.67032 0.1005 -0.0101 -0.0496
H 4.18653 -4.01488 -2.54313 0.0723 -0.0200 -0.0505
H 2.13253 -5.28216 -2.14057 -0.0194 -0.0765 -0.0299
H 0.26223 -4.29686 -0.86478 -0.0978 -0.0734 0.0020
H -3.05591 -1.22245 -1.14391 -0.1168 -0.0949 0.0159
H -4.48796 -2.25707 -1.30816 0.0441 0.0073 -0.0139
H -4.86852 -0.06979 -2.40296 0.0391 0.0396 -0.0497
H -4.50902 0.76936 -0.89176 0.0658 0.0518 -0.0021
H -6.81410 -1.18149 -1.35610 -0.0624 -0.0322 -0.0566
H -6.96349 0.56674 -1.15783 -0.0620 -0.0420 -0.0557
H -6.06821 0.40832 1.14201 -0.0085 0.0299 0.0750
H -7.45967 -0.66967 0.97516 -0.0221 0.0288 0.0613
H -5.95231 -2.60372 0.63044 0.0207 0.0064 0.0225
H -5.51608 -1.77580 2.14802 -0.0384 -0.0743 -0.1667

---

No. 3
65
Properties=species:S:1:pos:R:3:forces:R:3 method="wB97M-V/def2-TZVPD" charge=+4 homo_lumo_gap_ev=5.958
Pt 0.12031 -0.33382 0.56369 -0.0779 1.1924 0.3917
O 0.00393 1.66225 1.25685 -0.4233 -0.3031 0.0784
C -1.27793 2.34805 1.16517 -0.2093 0.1435 -0.3006
C -1.88417 2.04219 -0.18494 -0.0342 -0.0671 0.1970
C -2.86884 2.84118 -0.73549 0.0524 -0.0325 0.0125
C -3.40907 2.48314 -1.96405 -0.0070 -0.0575 -0.0431
C -2.92990 1.34704 -2.60615 -0.0193 0.0720 0.0246
C -1.94239 0.60223 -1.99246 0.1640 0.0642 -0.1483
N -1.42798 0.93404 -0.79656 0.3976 -0.3651 -0.2121
H 0.59661 2.13248 0.63802 0.1844 -0.0307 0.1372
H -1.08979 3.41443 1.29747 -0.0125 -0.0267 0.0117
H -1.88782 2.00222 1.99991 0.1009 0.0083 -0.0653
H -3.20002 3.73368 -0.21950 -0.0089 0.0064 0.0046
H -4.18529 3.08668 -2.41760 0.0214 0.0159 -0.0106
H -3.30371 1.05319 -3.57729 -0.0111 -0.0226 -0.0015
H -1.52087 -0.26842 -2.48041 -0.0311 0.0077 0.0218
N 3.88607 -0.19239 -1.16290 -0.0555 -0.0037 0.0567
C 4.07228 1.10641 -0.70254 -0.0163 0.0291 -0.0373
C 5.12233 1.99373 -0.91019 0.0175 0.0951 0.0741
C 5.02353 3.21691 -0.28064 -0.0250 -0.0797 -0.0347
C 3.93733 3.51959 0.55987 0.0036 0.0064 -0.0008
C 2.89718 2.63491 0.76406 -0.0645 -0.0653 -0.0500
C 2.95114 1.41182 0.08064 0.0626 0.0740 0.0144
N 2.09971 0.29550 0.03740 -0.1576 -0.1765 -0.2048
C 2.71836 -0.62802 -0.69720 -0.0633 -0.1015 -0.0148
C 2.09178 -1.92948 -0.84723 -0.0051 0.0525 -0.1300
C 2.52228 -3.07583 -1.43245 -0.0831 0.1008 0.0169
S 1.34341 -4.30063 -1.29553 0.0422 0.0092 -0.0245
C 0.32503 -3.25826 -0.46383 -0.1272 -0.0928 0.0407
N 0.81595 -2.04446 -0.28687 0.0008 -0.0180 0.0174
H 4.53534 -0.70377 -1.74642 -0.0083 0.0023 -0.0065
H 5.97761 1.73577 -1.52072 -0.0069 0.0157 -0.0219
H 5.80350 3.95330 -0.41923 0.0195 -0.0203 0.0332
H 3.93156 4.46748 1.08084 -0.0148 0.0161 -0.0190
H 2.12386 2.88900 1.47883 0.0349 0.0177 0.0147
H 3.45555 -3.25993 -1.94370 0.0228 -0.0114 0.0004
H -0.63570 -3.58934 -0.09713 0.0771 0.0548 0.0061
C 0.18853 0.25464 3.92896 0.0312 0.0799 -0.1012
P 0.72193 -0.95850 2.70686 0.3489 -0.5162 0.0308
C 2.49170 -1.14397 2.91327 -0.0479 -0.1394 -0.0233
C -0.15938 -2.50100 2.94529 -0.1010 0.0535 -0.1381
C 0.27648 -3.44259 3.87010 0.0022 0.0103 -0.0171
C -0.46909 -4.60222 4.06791 -0.0250 -0.0232 -0.0092
C -1.63592 -4.81423 3.34928 0.0206 -0.0170 0.0300
C -2.07798 -3.87300 2.42075 -0.0678 0.0265 0.0564
C -1.34887 -2.70830 2.21791 0.0860 0.1097 0.0089
P -1.91378 -1.36126 1.14579 -0.1065 -0.0759 0.4205
C -2.91317 -1.99351 -0.21757 0.0831 0.0980 -0.0590
C -3.06259 -0.36311 2.11597 0.0342 -0.0165 0.0294
H -0.02533 -0.32789 4.83119 0.0453 0.0521 0.0333
H -0.70287 0.81702 3.66108 0.0060 -0.0760 -0.0126
H 1.00261 0.95112 4.13025 -0.0043 0.0354 -0.0028
H 2.68607 -1.31227 3.97727 0.0178 -0.0326 -0.0061
H 3.00010 -0.22566 2.61810 -0.0257 0.0404 0.0076
H 2.87088 -1.98799 2.33730 0.0067 -0.0017 0.0092
H 1.18358 -3.29407 4.44340 0.0185 -0.0054 -0.0098
H -0.13029 -5.34088 4.78257 -0.0070 0.0015 0.0187
H -2.21500 -5.71412 3.51218 0.0138 -0.0172 -0.0188
H -2.99525 -4.07291 1.88141 -0.0291 0.0286 0.0110
H -2.35114 -2.27483 -1.10599 0.0551 -0.0362 0.0525
H -3.63616 -1.22412 -0.49110 0.0122 -0.0011 -0.0224
H -3.46598 -2.85982 0.15102 -0.0244 -0.0041 -0.0279
H -3.91437 -1.01224 2.34194 -0.0125 0.0030 0.0026
H -3.42688 0.49129 1.54629 -0.0417 -0.0420 -0.0355
H -2.63198 -0.04217 3.06497 -0.0283 -0.0441 -0.0553

---

These records have E_tot values of -1494.464028 -2002.188788 -2501.854936 Eh, in the order they appear.
These records have HOMO level values of -8.0 -7.9 -19.6 eV, in the order they appear.
These records have energy relative to the best compared isomer or geometry (same formula, charge and spin) values of 2.162 1.037 1.255 eV, in the order they appear.